Record 1
The following is a quantum chemistry calculation of a molecular structure, C5H15NO3 at a distorted geometry, from OMol25.

Results
relative energy (zero: lowest compared OMol25 entry of this formula, charge and spin) = 75.8 kcal per mole
charge = 0
LUMO level = 0.7 eV
HOMO-LUMO gap = 9.4553 eV
max |F| = 1.25 eV Å⁻¹
E_HOMO = -8.8 eV

Geometry as XYZ:
```
24
Properties=species:S:1:pos:R:3:nbo_charge:R:1
C 0.059 1.294 -1.513 0.742
C -1.168 2.033 -0.990 -0.655
O -0.404 0.509 -2.612 -0.749
O 0.682 0.509 -0.579 -0.879
O 0.993 2.259 -1.978 -0.739
H 1.857 1.924 -1.707 0.476
H 0.377 0.099 -3.003 0.468
H -0.076 -0.490 -0.227 0.455
H -1.576 2.677 -1.767 0.226
H -1.927 1.313 -0.686 0.206
H -0.875 2.645 -0.137 0.205
C 0.210 -1.059 1.786 0.248
C 1.527 -1.675 1.425 -0.681
C -1.001 -1.487 0.061 -0.994
N 0.193 0.256 2.059 -0.779
H -0.456 -1.659 2.397 0.207
H -0.686 0.644 2.370 0.386
H 0.650 0.820 1.332 0.437
H 2.015 -1.102 0.639 0.253
H 1.398 -2.703 1.097 0.227
H 2.161 -1.670 2.317 0.232
H -0.886 -2.554 0.249 0.217
H -1.944 -1.155 0.496 0.207
H -1.121 -1.427 -1.029 0.281
```



Record 2
The following is a quantum chemistry calculation of 3 unconnected molecules or ions with the total composition C5H15NO4 at a distorted geometry, from OMol25.

Results
relative energy (zero: lowest compared OMol25 entry of this formula, charge and spin) = 71.1 kcal per mole
structure (SMILES) = CC(=O)N(C)CCO.O.O
charge = 0
LUMO level = 0.5 eV
HOMO-LUMO gap = 9.8129 eV
max |F| = 7.77 eV Å⁻¹
E_HOMO = -9.3 eV

Geometry as XYZ:
```
25
Properties=species:S:1:pos:R:3:nbo_charge:R:1
C -0.759 -2.126 -0.596 -0.747
C 0.047 -1.746 0.584 0.674
N 0.347 -0.345 0.741 -0.459
C 0.673 0.089 1.973 -0.415
C -0.271 0.692 -0.135 -0.258
C 0.542 1.946 -0.457 -0.093
O 0.204 2.222 -1.880 -0.727
O 0.492 -2.549 1.378 -0.594
H -0.879 -1.414 -1.491 0.231
H -1.793 -2.423 -0.300 0.250
H -0.406 -3.129 -0.941 0.258
H 0.719 1.126 2.099 0.206
H -0.209 -0.198 2.603 0.186
H 1.624 -0.411 2.365 0.224
H -0.655 0.271 -1.054 0.231
H -1.159 1.010 0.436 0.195
H 0.261 2.899 -0.145 0.205
H 1.584 1.813 -0.283 0.164
H 0.975 2.451 -2.287 0.463
H -4.110 0.461 -0.048 0.479
H -2.596 0.510 -0.348 0.454
O -3.289 0.998 -0.163 -0.930
H 2.858 0.088 -0.636 0.463
H 2.639 -1.505 -0.511 0.489
O 3.161 -0.732 -0.907 -0.950
```



Record 3
The following is a quantum chemistry calculation of 2 unconnected molecules or ions with the total composition C5H15NOS at a distorted geometry, from OMol25.

Results
relative energy (zero: lowest compared OMol25 entry of this formula, charge and spin) = 17.3 kcal per mole
structure (SMILES) = CCCO.NCCS
charge = 0
LUMO level = 0.7 eV
HOMO-LUMO gap = 10.0071 eV
max |F| = 2.23 eV Å⁻¹
E_HOMO = -9.3 eV

Geometry as XYZ:
```
23
Properties=species:S:1:pos:R:3:nbo_charge:R:1
C 2.444 -0.810 -0.128 -0.072
O 1.322 -1.227 -0.889 -0.758
C 2.496 0.662 0.049 -0.414
C 2.657 1.449 -1.344 -0.615
H 3.340 -1.165 -0.638 0.171
H 2.425 -1.343 0.856 0.151
H 3.321 0.955 0.737 0.202
H 1.571 0.985 0.581 0.183
H 2.564 2.522 -1.165 0.203
H 1.801 1.187 -1.977 0.217
H 3.597 1.228 -1.869 0.206
C -1.931 -0.483 -0.034 -0.237
C -3.210 -0.089 0.739 -0.507
S -4.394 0.932 -0.271 -0.066
N -0.977 -1.195 0.789 -0.825
H -1.382 0.383 -0.437 0.203
H -2.249 -1.110 -0.886 0.203
H -2.951 0.548 1.596 0.207
H -3.718 -1.002 1.086 0.207
H -5.168 1.333 0.754 0.129
H 0.553 -1.062 -0.260 0.487
H -1.342 -2.047 1.070 0.364
H -0.769 -0.651 1.642 0.361
```



Record 4
The following is a quantum chemistry calculation of 2 unconnected molecules or ions with the total composition C5H15NOS at a distorted geometry, from OMol25.

Results
relative energy (zero: lowest compared OMol25 entry of this formula, charge and spin) = 17.8 kcal per mole
structure (SMILES) = CCNCCCS.O
charge = 0
LUMO level = 0.8 eV
HOMO-LUMO gap = 9.7381 eV
max |F| = 1.28 eV Å⁻¹
E_HOMO = -9.0 eV

Geometry as XYZ:
```
23
Properties=species:S:1:pos:R:3:nbo_charge:R:1
C 1.342 -0.200 -0.344 -0.433
C 2.486 -0.636 0.582 -0.502
S 2.576 0.420 2.070 -0.048
C -0.019 -0.741 0.159 -0.236
N -1.156 0.210 0.205 -0.627
C -1.859 0.383 -1.054 -0.222
C -1.048 0.870 -2.275 -0.649
H 1.527 -0.584 -1.354 0.212
H 1.344 0.874 -0.442 0.197
H 2.345 -1.652 0.928 0.224
H 3.423 -0.543 0.033 0.215
H 2.269 1.565 1.454 0.109
H -0.356 -1.528 -0.505 0.194
H 0.124 -1.105 1.161 0.207
H -0.782 1.091 0.534 0.343
H -2.432 -0.525 -1.253 0.191
H -2.624 1.138 -0.881 0.193
H -0.062 1.245 -2.023 0.209
H -0.867 0.072 -2.997 0.206
H -1.676 1.559 -2.836 0.216
H -2.200 -0.709 2.588 0.475
H -0.857 -0.253 3.032 0.465
O -1.497 -0.949 3.217 -0.940
```



Which of these has the highest relative energy (zero: lowest compared OMol25 entry of this formula, charge and spin)?
C5H15NO3